Record 1
{"formula": "C15H26Cl3F6N2O7Y", "method": "ωB97M-V/def2-TZVPD", "elements": ["Y", "O", "H", "C", "O", "N", "C", "C", "H", "H", "H", "H", "H", "H", "H", "C", "O", "N", "C", "C", "H", "H", "H", "H", "H", "H", "H", "C", "C", "O", "C", "O", "C", "F", "F", "F", "H", "H", "H", "H", "H", "C", "C", "O", "C", "O", "C", "F", "F", "F", "H", "H", "H", "H", "H", "C", "Cl", "Cl", "Cl", "H"], "coordinates": [[2.068, -1.013, -3.799], [0.092, -1.468, -0.654], [-0.080, -1.373, 0.303], [-0.212, -6.191, -5.043], [0.017, -5.012, -5.142], [0.294, -7.140, -5.829], [0.981, -6.851, -7.072], [0.165, -8.548, -5.485], [-0.921, -6.613, -4.314], [0.389, -7.175, -7.927], [2.061, -6.980, -7.142], [0.913, -5.772, -7.211], [-0.177, -8.758, -4.472], [-0.432, -8.987, -6.284], [1.144, -8.989, -5.674], [-0.139, 4.241, -1.597], [0.479, 3.506, -2.367], [-0.213, 5.585, -1.778], [-0.727, 6.420, -0.752], [0.151, 6.377, -2.944], [-0.505, 3.848, -0.636], [-0.664, 5.952, 0.230], [-1.754, 6.695, -0.993], [-0.157, 7.348, -0.729], [0.743, 7.212, -2.569], [0.788, 5.786, -3.601], [-0.766, 6.711, -3.428], [5.286, 5.440, -1.023], [6.093, 4.571, -0.120], [5.510, 3.411, 0.498], [4.672, 3.512, 1.586], [4.339, 4.587, 1.970], [4.035, 2.158, 2.163], [2.682, 2.163, 1.946], [4.622, 0.978, 1.771], [4.050, 2.238, 3.522], [4.748, 4.882, -1.789], [5.954, 6.131, -1.537], [4.662, 6.052, -0.371], [6.593, 5.188, 0.627], [6.918, 4.136, -0.684], [-3.656, 1.064, 5.801], [-4.592, 0.395, 4.834], [-5.365, -0.545, 5.544], [-6.520, -1.052, 4.927], [-6.957, -0.517, 3.931], [-7.237, -2.086, 5.770], [-8.447, -1.665, 6.240], [-7.393, -3.158, 5.016], [-6.476, -2.441, 6.821], [-2.981, 1.614, 5.145], [-3.034, 0.352, 6.342], [-4.141, 1.746, 6.500], [-4.033, -0.096, 4.038], [-5.282, 1.150, 4.458], [0.524, -5.742, 2.529], [0.650, -7.391, 1.722], [1.358, -5.663, 4.083], [-1.128, -5.156, 2.824], [1.008, -5.065, 1.825]], "atomic_forces_ev_per_a": [[-1.0, -0.2, 1.3], [0.2, -0.2, -1.2], [0.5, 0.3, -0.1], [-0.4, -1.4, 0.1], [0.4, 2.3, 0.0], [0.7, -0.7, 0.1], [-0.6, 2.2, -0.3], [0.4, -0.1, -1.3], [0.2, 0.1, 0.3], [0.4, -0.9, 0.0], [-0.2, -1.0, 0.3], [-0.1, 0.2, 0.2], [-0.1, 0.2, -0.3], [-0.5, -0.4, 0.4], [0.1, -0.1, 0.5], [1.6, 0.5, -0.6], [-0.4, -0.3, -0.2], [-0.1, -0.5, 0.3], [-0.6, 0.5, 1.0], [0.7, -1.1, 0.0], [-0.3, 0.4, -0.2], [-0.2, 0.0, -0.1], [-0.2, 0.1, 0.3], [0.0, -0.1, 0.2], [-0.2, 0.1, -0.3], [-0.3, 0.0, -0.2], [0.2, 0.1, -0.2], [-0.6, 0.3, 0.4], [1.9, -0.1, 0.2], [-1.4, -1.9, 1.1], [0.8, 1.0, -2.4], [-0.5, -0.5, 1.0], [-0.4, 0.2, 1.8], [1.3, -0.4, -1.3], [-1.1, 1.9, 0.2], [1.1, -0.3, -1.2], [-0.3, 0.1, 0.2], [0.2, -0.1, 0.1], [-0.6, 0.0, -0.5], [-0.3, -0.1, 0.3], [-0.1, -0.2, 0.0], [0.7, -0.1, -0.3], [-0.5, 0.8, 0.3], [-2.0, -2.6, 0.0], [1.5, 4.5, -0.6], [0.2, -1.7, 1.0], [-0.1, -0.4, 1.3], [1.4, -0.3, -0.8], [-0.5, -0.5, -0.3], [-0.5, 0.2, -0.2], [0.2, 0.4, 0.3], [-0.2, -0.1, 0.1], [0.0, -0.1, -0.1], [-0.2, 0.0, -0.2], [0.2, -0.1, -0.5], [0.1, -0.3, -0.1], [-0.4, 1.3, 0.8], [0.2, -0.3, -0.4], [0.2, -0.5, -0.6], [-0.1, -0.1, 0.3]], "total_energy_ha": -3240.4422, "gap_ev": 1.9, "de_lowest_ev": 15.1354, "total_charge": 2, "largest_force_ha_per_bohr": 0.093}


Record 2
{"formula": "C15H26CuN4O3PS3", "method": "ωB97M-V/def2-TZVPD", "elements": ["Cu", "N", "C", "S", "N", "N", "C", "C", "C", "C", "C", "C", "N", "H", "H", "H", "H", "H", "H", "H", "C", "C", "O", "P", "S", "S", "O", "C", "C", "H", "H", "H", "H", "H", "H", "H", "H", "H", "H", "C", "C", "C", "C", "O", "H", "H", "H", "H", "H", "H", "H", "H", "H"], "coordinates": [[1.871, -3.747, -1.004], [2.862, -1.034, -4.222], [2.579, -1.568, -2.977], [2.241, -3.294, -3.018], [2.734, -0.720, -2.000], [2.441, -1.142, -0.788], [2.127, -0.195, 0.012], [1.789, -0.463, 1.404], [1.146, 0.538, 2.188], [0.664, 0.167, 3.402], [0.929, -1.074, 3.897], [1.717, -1.950, 3.153], [2.134, -1.695, 1.954], [2.772, -1.462, -5.118], [3.003, -0.034, -4.245], [2.243, 0.849, -0.298], [1.034, 1.536, 1.783], [0.178, 0.971, 3.983], [0.388, -1.395, 4.808], [1.956, -2.902, 3.650], [-1.295, 6.667, 1.807], [-1.929, 5.573, 0.910], [-3.070, 6.088, 0.194], [-2.981, 6.500, -1.366], [-4.642, 7.295, -1.954], [-1.336, 7.507, -1.829], [-2.929, 4.908, -1.870], [-2.330, 4.451, -3.069], [-1.828, 3.039, -2.731], [-0.487, 6.255, 2.484], [-2.051, 7.179, 2.385], [-0.741, 7.250, 1.085], [-2.314, 4.694, 1.445], [-1.140, 5.211, 0.277], [-1.442, 5.051, -3.333], [-3.060, 4.317, -3.877], [-1.222, 3.095, -1.825], [-1.273, 2.479, -3.496], [-2.676, 2.412, -2.447], [1.246, -6.757, 0.667], [0.349, -5.460, 0.749], [-0.451, -5.478, 2.097], [-0.655, -5.387, -0.418], [1.279, -4.436, 0.641], [0.727, -7.739, 0.569], [1.843, -6.896, 1.593], [1.992, -6.617, -0.142], [-1.223, -6.309, 2.069], [-0.879, -4.466, 2.337], [0.327, -5.633, 2.818], [-1.435, -6.200, -0.439], [-0.111, -5.551, -1.366], [-1.074, -4.423, -0.529]], "atomic_forces_ev_per_a": [[-0.3, -0.1, 1.0], [0.2, 1.1, 0.5], [0.8, -0.7, -1.2], [0.1, 0.8, -0.5], [0.1, 0.6, -2.0], [-0.9, -0.5, 1.3], [0.9, -0.1, 0.5], [0.1, -0.8, 1.6], [1.2, -1.1, -2.2], [-0.3, 1.8, 1.1], [-1.1, -0.7, 1.1], [-0.8, -0.4, 1.5], [0.0, 1.9, -1.9], [-0.3, -0.8, 0.3], [0.0, -0.1, 0.2], [-0.4, -0.1, -0.1], [-0.2, 0.0, 0.0], [-0.1, -0.8, -0.1], [0.8, 0.1, -0.4], [0.2, 0.2, -0.7], [0.8, -1.6, -0.2], [-0.5, 0.1, 0.9], [0.5, 0.4, 0.6], [0.5, -0.9, -0.6], [-0.7, 0.2, 0.0], [0.1, -0.5, 0.2], [0.3, 0.8, -0.2], [0.8, -1.2, 0.3], [-0.2, -0.4, 0.5], [-1.0, 0.1, -0.5], [0.0, 0.4, 0.0], [-0.2, 1.0, 0.1], [0.1, 0.3, 0.2], [0.2, -0.1, -0.8], [-0.7, 0.2, -0.2], [0.1, 0.7, 0.0], [0.2, 0.0, -0.1], [-0.1, 0.5, -0.1], [-0.1, 0.0, -0.1], [-0.2, -0.6, 0.3], [0.6, -0.5, -0.6], [0.0, 0.5, -0.9], [0.5, -2.3, -0.9], [-0.8, 0.3, 0.8], [0.0, 0.5, -0.3], [-0.3, 0.5, -0.3], [-0.6, -0.1, 0.2], [0.8, 1.0, 0.3], [0.0, -1.0, -0.5], [0.1, -0.4, 0.9], [0.4, 0.8, 0.4], [0.1, 0.1, 0.3], [-0.7, 1.1, 0.3]], "total_energy_ha": -4208.4423, "gap_ev": 6.9, "total_charge": -2, "largest_force_ha_per_bohr": 0.053}


Record 3
{"formula": "C15H26F3N3NaO5", "method": "ωB97M-V/def2-TZVPD", "elements": ["C", "C", "N", "C", "C", "C", "C", "O", "N", "C", "C", "H", "H", "H", "H", "H", "H", "H", "H", "H", "H", "H", "H", "H", "C", "C", "N", "H", "H", "H", "O", "H", "C", "O", "H", "H", "H", "H", "C", "C", "O", "C", "O", "C", "F", "F", "F", "H", "H", "H", "H", "H", "Na"], "coordinates": [[-0.516, 0.961, 2.003], [-1.751, 0.483, 0.982], [-1.905, -1.021, 1.235], [-1.203, -2.123, 0.472], [-1.783, -3.422, 1.288], [-1.529, -5.045, 1.047], [-3.056, -5.688, 0.822], [-3.605, -6.434, 1.785], [-2.741, -3.075, 2.431], [-2.791, -1.564, 2.358], [-3.717, -0.722, 3.449], [0.102, 1.857, 1.570], [0.159, -0.015, 2.124], [-1.029, 1.170, 3.036], [-1.403, 0.692, -0.116], [-2.764, 1.061, 1.226], [-0.461, -2.116, -0.432], [-0.977, -5.546, 1.963], [-0.862, -5.142, 0.070], [-3.570, -5.388, -0.197], [-3.241, -3.722, 3.105], [-3.088, -0.679, 4.444], [-3.841, 0.358, 2.994], [-4.750, -1.293, 3.578], [2.482, -1.739, -1.898], [1.573, -0.639, -1.376], [0.819, 0.274, -0.942], [2.526, -2.560, -1.177], [2.098, -2.120, -2.848], [3.491, -1.347, -2.053], [0.999, -3.014, 3.045], [0.235, -2.837, 2.527], [6.471, -2.314, -2.747], [5.303, -1.789, -3.353], [6.272, -2.492, -1.688], [6.739, -3.257, -3.229], [7.288, -1.596, -2.847], [5.510, -1.642, -4.291], [-1.714, 3.747, -1.484], [-0.292, 4.262, -1.615], [-0.277, 5.696, -1.666], [-0.371, 6.345, -0.464], [-0.475, 5.771, 0.616], [-0.293, 7.857, -0.660], [-1.078, 8.299, -1.685], [0.975, 8.270, -0.948], [-0.680, 8.560, 0.441], [-2.341, 4.145, -2.289], [-1.737, 2.655, -1.524], [-2.166, 4.069, -0.541], [0.141, 3.902, -2.555], [0.350, 3.892, -0.804], [8.472, -3.988, -3.185]], "atomic_forces_ev_per_a": [[-0.7, -1.3, -0.2], [1.0, 1.1, 0.7], [-2.0, -3.3, 1.6], [-4.3, -3.3, 5.3], [0.5, 1.2, -0.5], [-0.6, 1.0, -0.3], [-0.6, -2.7, 4.4], [3.1, 4.7, -6.1], [3.3, 5.5, -4.8], [1.2, -1.8, -1.1], [1.3, -0.4, -1.3], [-1.4, -1.7, 1.0], [-1.2, 2.3, -0.2], [1.3, -0.1, -1.9], [-1.0, -0.9, 2.1], [2.2, -1.5, -0.7], [-1.8, 0.4, 2.3], [-1.2, 1.3, -1.8], [-1.6, 0.1, 2.1], [0.6, -0.8, 2.0], [1.0, 1.2, -1.2], [-1.4, -0.1, -2.0], [0.0, -2.3, 1.2], [2.4, 1.4, -0.3], [-0.7, 0.9, 0.5], [-4.9, 6.0, 2.9], [6.1, -7.3, -3.6], [-0.1, 0.2, 0.1], [0.0, 0.2, 0.1], [-0.3, 0.0, 0.1], [0.8, -0.2, 0.3], [-1.0, 0.3, -0.7], [-0.6, 0.8, 0.0], [0.7, -0.4, -0.3], [0.0, 0.0, -0.2], [-0.6, -0.2, -0.1], [0.3, 0.0, 0.1], [-0.3, 0.1, 0.4], [-0.3, 0.2, 0.1], [-0.1, -0.8, 0.1], [0.1, 1.3, 1.2], [-0.1, -3.1, 0.9], [0.2, 1.8, -2.3], [-0.1, 2.8, -0.2], [0.6, -0.8, 0.8], [-0.9, -0.8, 0.3], [0.3, -1.2, -0.9], [0.2, -0.1, 0.0], [0.1, 0.1, 0.0], [0.1, -0.1, 0.0], [0.0, 0.4, 0.1], [-0.2, 0.3, -0.1], [0.8, -0.4, 0.1]], "total_energy_ha": -1588.8388, "gap_ev": 1.5, "total_charge": 1, "largest_force_ha_per_bohr": 0.198}


Record 4
{"formula": "C15H26FINO6", "method": "ωB97M-V/def2-TZVPD", "elements": ["O", "C", "F", "N", "C", "O", "C", "I", "H", "H", "C", "C", "O", "C", "H", "H", "H", "H", "H", "H", "C", "C", "O", "C", "H", "H", "H", "H", "H", "H", "C", "C", "O", "C", "H", "H", "H", "H", "H", "H", "C", "C", "O", "C", "H", "H", "H", "H", "H", "H"], "coordinates": [[-0.905, 3.421, 3.134], [-0.016, 3.022, 2.187], [1.344, 2.652, 2.646], [-0.523, 2.943, 0.759], [0.309, 3.765, -0.202], [0.372, 3.314, -1.485], [1.093, 5.166, 0.134], [3.245, 4.822, 0.540], [-0.504, 1.935, 0.417], [0.686, 5.565, 1.183], [3.607, 2.634, -4.373], [4.262, 2.102, -3.126], [4.908, 2.837, -2.382], [4.095, 0.636, -2.826], [3.811, 3.706, -4.461], [4.013, 2.127, -5.252], [2.525, 2.487, -4.316], [4.524, 0.041, -3.636], [3.036, 0.401, -2.700], [4.621, 0.394, -1.897], [-0.120, -2.041, -3.815], [0.233, -0.944, -2.846], [1.257, -0.277, -2.982], [-0.717, -0.694, -1.705], [0.656, -2.108, -4.586], [-0.173, -2.998, -3.289], [-1.074, -1.819, -4.298], [-0.797, -1.591, -1.086], [-1.699, -0.412, -2.094], [-0.335, 0.126, -1.088], [0.151, 0.717, 5.038], [-0.116, -0.630, 5.654], [0.801, -1.408, 5.912], [-1.550, -0.990, 5.942], [1.229, 0.839, 4.886], [-0.349, 0.788, 4.069], [-0.200, 1.507, 5.707], [-2.125, -0.994, 5.013], [-1.976, -0.275, 6.651], [-1.591, -1.990, 6.385], [-3.443, -4.643, -1.217], [-3.091, -3.546, -0.249], [-2.067, -2.879, -0.385], [-4.041, -3.296, 0.892], [-2.668, -4.710, -1.988], [-3.496, -5.600, -0.691], [-4.398, -4.421, -1.700], [-4.120, -4.193, 1.512], [-5.022, -3.014, 0.504], [-3.659, -2.476, 1.510]], "atomic_forces_ev_per_a": [[6.7, -3.0, -6.1], [-4.8, 2.3, 4.9], [-4.0, 0.9, -1.9], [3.1, -0.3, 1.0], [2.6, -0.2, -5.6], [-0.9, 1.6, 7.2], [-2.7, -1.9, 2.0], [-0.9, -0.1, -0.3], [0.0, 1.7, 0.5], [0.9, -1.1, -1.8], [0.1, 0.5, 0.0], [1.0, 0.9, 1.2], [-0.7, -0.9, -1.1], [0.2, 0.1, 0.5], [0.0, -0.2, 0.1], [-0.2, -0.1, 0.0], [0.1, -0.1, -0.1], [-0.2, 0.0, -0.1], [0.4, 0.0, -0.2], [0.0, 0.1, -0.2], [0.4, 0.0, -0.4], [1.2, 1.2, 0.2], [-1.6, -1.2, -0.1], [0.5, 0.3, 0.2], [-0.1, 0.0, 0.2], [-0.2, 0.1, 0.0], [0.0, -0.2, 0.1], [-0.1, 0.3, -0.4], [0.0, -0.2, 0.1], [0.0, -0.1, -0.3], [0.5, -0.2, 0.1], [1.4, -0.7, 0.2], [-1.2, 0.8, -0.2], [0.0, -0.5, 0.2], [-0.3, 0.0, 0.0], [-0.1, 0.2, 0.2], [-0.2, 0.0, -0.3], [-0.1, 0.2, 0.1], [-0.1, 0.1, -0.2], [0.0, 0.2, -0.1], [0.4, 0.1, -0.3], [1.3, 0.9, -0.1], [-1.6, -1.3, 0.4], [0.3, 0.4, 0.2], [-0.2, 0.0, 0.2], [-0.2, 0.1, 0.0], [0.0, -0.2, 0.1], [-0.2, 0.0, -0.1], [0.0, -0.2, 0.1], [-0.1, -0.2, -0.2]], "total_energy_ha": -1490.7875, "gap_ev": 5.0, "total_charge": -1, "largest_force_ha_per_bohr": 0.184}